1.
105
Properties=species:S:1:pos:R:3 method="wB97M-V/def2-TZVPD" charge=-1 orbital_gap_ev=7.220 e_lumo_ha=0.082
La 0.38393 0.19663 -0.12354
C -3.05805 -1.86050 -3.21967
C -2.00074 -1.08748 -2.49245
N -1.86148 -1.11648 -1.22098
O -2.81143 -1.88856 -0.57399
C -1.10784 -0.15290 -3.26811
C -1.02725 -0.20648 -4.75770
N -0.49130 0.72638 -2.56991
O 0.25117 1.63549 -3.17754
H -3.34357 -2.74767 -2.66249
H -2.71003 -2.14202 -4.21325
H -3.95604 -1.24472 -3.34116
H -2.53840 -1.78988 0.37031
H -1.98313 0.05036 -5.22552
H -0.75098 -1.20812 -5.09993
H -0.27588 0.50239 -5.09120
F 0.14962 -7.19929 1.31156
C -0.15004 -5.90322 1.49009
C 0.30684 -4.94873 0.60706
F 1.05371 -5.31524 -0.44236
C -0.01219 -3.61834 0.81606
F 0.47158 -2.73929 -0.07792
C -0.78226 -3.17190 1.88040
S -1.20224 -1.46852 2.11279
C -1.22206 -4.16693 2.74068
F -1.98313 -3.86400 3.80403
C -0.91917 -5.50646 2.56113
F -1.37467 -6.42766 3.42566
C 2.98438 -0.65530 2.66920
C 2.00637 -0.40966 1.58442
O 1.48492 0.75916 1.62368
H 2.44860 -0.64264 3.62569
H 3.70523 0.16980 2.68639
H 3.50193 -1.60745 2.56147
C 1.46673 3.83909 -2.44667
C 0.61042 2.89845 -1.70141
N 0.07981 2.61792 -0.69733
H 0.87479 4.34930 -3.20542
H 2.25981 3.28503 -2.94415
H 1.89297 4.56038 -1.75358
Br 6.06961 -3.76993 -3.92320
C 5.73537 -2.13460 -3.03335
C 6.78767 -1.26746 -2.79000
N 6.63445 -0.10206 -2.15837
C 5.39698 0.21543 -1.76169
C 4.29232 -0.59387 -1.97626
C 4.46111 -1.80497 -2.62303
C 2.92559 -0.18609 -1.50443
O 2.77727 0.93714 -0.96030
O 1.99167 -1.01853 -1.67340
H 7.78737 -1.52645 -3.11734
H 5.25901 1.15715 -1.24498
H 3.60765 -2.45028 -2.78267
C -2.04329 3.80874 2.30424
C -3.06418 4.04585 3.40320
As -3.88678 5.82285 3.23167
C -5.40988 5.52881 4.41480
C -5.40660 4.55211 5.40612
C -6.51234 4.38553 6.23776
C -7.62846 5.19358 6.08559
C -7.63526 6.17937 5.10359
C -6.53156 6.34764 4.27989
C -4.79481 5.46910 1.54154
C -5.79299 4.50278 1.42123
C -6.37634 4.24963 0.18792
C -5.96297 4.95358 -0.93860
C -4.96402 5.90954 -0.82914
C -4.38482 6.16839 0.41105
P -1.47705 2.05572 2.11741
C -1.09891 1.67607 3.87616
C 0.08815 2.28654 4.29263
C 0.56615 2.12970 5.58561
C -0.12595 1.33554 6.49062
C -1.29560 0.70899 6.08712
C -1.77767 0.87795 4.79393
C -3.08404 1.33000 1.57062
C -3.24692 1.47435 0.18755
C -4.38881 1.02085 -0.45848
C -5.39278 0.39999 0.26514
C -5.25139 0.24789 1.63974
C -4.11221 0.71060 2.28657
H -1.15130 4.41948 2.46345
H -2.44514 4.07498 1.32283
H -2.59996 3.96693 4.38683
H -3.87610 3.31406 3.35873
H -4.54919 3.90571 5.53965
H -6.49672 3.61662 7.00069
H -8.49082 5.05751 6.72640
H -8.50204 6.81714 4.97930
H -6.55187 7.11526 3.51470
H -6.11566 3.94012 2.29082
H -7.14442 3.49211 0.10539
H -6.41579 4.74972 -1.90142
H -4.63371 6.45519 -1.70456
H -3.60616 6.91764 0.49206
H 0.66555 2.87299 3.58467
H 1.49158 2.61078 5.87606
H 0.25670 1.18794 7.49300
H -1.83544 0.07131 6.77621
H -2.66886 0.34164 4.50985
H -2.44993 1.92770 -0.39856
H -4.47742 1.14216 -1.53172
H -6.27716 0.02490 -0.23708
H -6.02639 -0.24566 2.21422
H -4.03242 0.56010 3.35098

***

2.
70
Properties=species:S:1:pos:R:3 method="wB97M-V/def2-TZVPD" charge=0 multiplicity=4 orbital_gap_ev="6.427 / 5.527" e_lumo_ha="-0.035 / -0.077"
Mo 1.80553 -0.20703 2.39063
N 2.41812 -0.69621 4.65211
C 3.77446 -0.27921 5.08671
C 4.74864 -0.17664 3.91337
C 4.42320 1.02267 3.02344
O 5.24712 1.83817 2.70125
O 3.14103 1.09245 2.69998
H 1.72301 -0.36510 5.31140
H 2.34836 -1.70866 4.64311
H 4.17306 -0.98197 5.82071
H 3.69065 0.69426 5.57028
H 4.68954 -1.07938 3.29912
H 5.77015 -0.05950 4.26724
O -4.31848 -1.94971 5.14814
C -3.28883 -1.63887 4.62152
S -2.78265 0.04102 4.34375
C -1.23185 -0.32918 3.61553
C -0.92611 -1.63234 3.46236
S 0.53860 -2.18989 2.68803
S -2.09181 -2.81041 4.02787
S -0.16023 0.97219 3.18208
C -5.72842 -1.60310 -3.99613
C -4.55638 -1.29663 -3.10597
C -4.46844 -1.82557 -1.82452
C -3.38372 -1.56298 -0.99755
C -3.34200 -2.16354 0.38939
C -2.36709 -0.71708 -1.46682
Te -0.69148 -0.38040 -0.10776
N 1.54502 -0.14858 0.43597
C 2.69503 -0.72946 0.11074
O 3.40647 -1.11894 1.09926
C 3.17977 -0.83995 -1.28527
C 2.31395 -1.17452 -2.32388
C 2.76170 -1.16858 -3.63340
C 4.07445 -0.81427 -3.91512
C 4.94382 -0.49671 -2.88160
C 4.50400 -0.52180 -1.56767
C -0.95353 1.72358 -0.25679
C -2.20199 2.10817 0.23382
C -2.59466 3.43174 0.22618
C -1.72104 4.39344 -0.25881
C -0.48017 4.01247 -0.73457
C -0.06777 2.67784 -0.76161
C 1.27435 2.37451 -1.37002
C -2.42440 -0.19253 -2.76225
C -1.33934 0.70253 -3.30493
C -3.52217 -0.48740 -3.56061
H -6.50962 -2.13123 -3.45142
H -5.42138 -2.22466 -4.83950
H -6.15272 -0.68540 -4.40552
H -5.26672 -2.46392 -1.46057
H -4.23962 -2.74879 0.58336
H -3.28084 -1.37934 1.14809
H -2.47848 -2.81996 0.51841
H 1.29753 -1.46624 -2.09245
H 2.08537 -1.43425 -4.43585
H 4.42269 -0.79036 -4.93947
H 5.96794 -0.22416 -3.10033
H 5.17864 -0.27950 -0.75621
H -2.87066 1.35278 0.63352
H -3.57106 3.70767 0.60240
H -2.00886 5.43660 -0.28078
H 0.19993 4.76452 -1.11748
H 1.50949 3.12311 -2.12678
H 1.29344 1.39206 -1.83022
H 2.05430 2.41086 -0.60702
H -0.36138 0.40035 -2.92682
H -1.50739 1.73881 -3.00251
H -1.32176 0.66701 -4.39387
H -3.56627 -0.08487 -4.56765

***

3.
71
Properties=species:S:1:pos:R:3 method="wB97M-V/def2-TZVPD" charge=+4 orbital_gap_ev="4.281 / 4.893" e_lumo_ha="-0.534 / -0.512"
P -1.56138 2.49478 -1.42120
C -1.54016 3.90699 -0.26878
H -2.09462 4.74846 -0.71078
H -0.49535 4.19434 -0.06756
H -2.02081 3.58499 0.67051
C -0.56914 2.95095 -2.90503
H -0.65644 2.17406 -3.68711
H 0.49232 3.05177 -2.61359
H -0.93390 3.91713 -3.30613
C -3.22986 2.31537 -2.11965
H -3.51944 3.24811 -2.64177
H -3.95026 2.10873 -1.30659
H -3.23258 1.47280 -2.83812
P -2.48653 -2.45678 0.98000
C -3.09619 -2.14390 2.67589
H -3.70342 -2.97582 3.05791
H -3.68404 -1.21495 2.68870
H -2.21308 -2.00004 3.31760
C -3.97560 -2.72430 -0.07140
H -3.69022 -3.13405 -1.05312
H -4.46142 -1.74996 -0.23654
H -4.69484 -3.40520 0.40829
C -1.77471 -4.15978 1.01589
H -2.52937 -4.90484 1.31328
H -0.94305 -4.17323 1.73604
H -1.37913 -4.41073 0.01747
P 3.06604 -1.32881 0.31917
C 3.79425 -0.88322 1.90479
H 4.88388 -1.02774 1.84763
H 3.35361 -1.53044 2.67782
H 3.55028 0.17371 2.10289
C 3.41594 -3.02598 -0.22217
H 4.49908 -3.19752 -0.10949
H 3.13032 -3.16774 -1.27996
H 2.86374 -3.74081 0.41150
C 3.79224 -0.29178 -1.02436
H 4.83522 -0.63384 -1.18868
H 3.80913 0.77436 -0.73082
H 3.21590 -0.41180 -1.96503
Sn -0.50024 -1.15873 -1.35637
C -1.69233 0.52765 0.04641
O -2.25750 0.81528 1.02477
C 0.86769 -1.37744 0.68863
O 0.43412 -1.53816 1.78951
C 0.28731 -2.96008 -2.59604
C 0.99456 -1.82187 -3.04301
C 0.30225 -0.69533 -3.53400
C -1.11241 -0.70094 -3.56885
C -1.83645 -1.83460 -3.13058
C -1.13454 -2.93999 -2.56731
H 0.83664 -3.83099 -2.22461
H 2.08499 -1.80259 -3.00609
H 0.87055 0.16819 -3.89323
H -1.64076 0.20183 -3.88638
H -2.93094 -1.80357 -3.11758
H -1.66778 -3.75634 -2.08459
N 1.46989 3.75305 5.02323
C 0.85775 2.73925 4.35811
O 0.07789 1.96646 4.91886
C 1.20485 2.60867 2.91157
C 2.11964 3.42395 2.24139
C 2.35397 3.20560 0.87742
C 1.67110 2.15230 0.24201
N 0.80723 1.36213 0.88919
C 0.57063 1.57905 2.17115
H 1.22898 3.89615 5.97763
H 2.04023 4.45676 4.57211
H 2.66375 4.22454 2.73724
H 3.06023 3.81654 0.29891
H 1.82537 1.97007 -0.83655
H -0.12308 0.92988 2.69956

***

4.
70
Properties=species:S:1:pos:R:3 method="wB97M-V/def2-TZVPD" charge=-1 orbital_gap_ev=9.462 e_lumo_ha=0.091
B -0.16213 -0.73898 -0.59460
F -0.09112 0.57255 -1.08417
F 1.13493 -1.32800 -0.58140
F -0.55611 -0.71909 0.75874
F -1.04490 -1.47207 -1.38447
O -0.00317 -0.88262 3.53887
H -0.48988 -1.71800 3.57559
H 0.17386 -0.77105 2.59273
C 0.60118 4.36623 1.61002
C 0.94263 2.93779 1.16705
O 2.28436 2.69949 1.55821
O 0.50018 4.54878 3.01563
H -0.32522 4.65371 1.11386
H 1.44609 4.96328 1.25330
H 0.83102 2.74408 0.09966
H 0.25333 2.30924 1.74555
H 2.52311 1.77283 1.35298
H 1.36654 4.84210 3.30302
C -2.46050 2.64654 -1.87137
C -3.20710 1.73480 -2.88285
O -2.39356 0.67820 -3.38041
O -2.39251 1.98574 -0.63081
H -3.06260 3.55776 -1.80810
H -1.48175 2.96231 -2.24403
H -3.43155 2.30310 -3.79072
H -4.12311 1.33679 -2.44242
H -2.05192 0.12814 -2.66297
H -1.67562 1.33295 -0.59767
C -0.80733 -4.22983 0.56568
C -0.18161 -4.00612 1.91690
O -1.11116 -3.45984 2.83660
O -1.84632 -5.18557 0.66477
H 0.00408 -4.52604 -0.11177
H -1.18055 -3.26528 0.21070
H 0.68007 -3.35094 1.78799
H 0.24190 -4.92441 2.33998
H -1.80306 -4.08600 3.05916
H -2.32368 -5.22254 -0.16695
C 1.01442 0.83466 -4.11947
C 1.85731 -0.21554 -3.41624
O 2.50155 -1.03156 -4.39972
O 1.77864 1.77252 -4.89502
H 0.34576 1.37518 -3.45504
H 0.34960 0.31478 -4.81720
H 1.24640 -0.90532 -2.84283
H 2.57097 0.26118 -2.73608
H 2.67383 -0.50206 -5.18071
H 2.02683 1.38572 -5.73646
C -3.93396 0.29760 1.71565
C -4.02985 -0.79672 0.66648
O -5.34788 -0.98979 0.14463
O -4.92672 0.10821 2.72184
H -4.10183 1.28765 1.28381
H -2.93961 0.39931 2.15961
H -3.69205 -1.72133 1.14437
H -3.40054 -0.52475 -0.18312
H -5.30222 -1.47916 -0.67698
H -4.56270 -0.51110 3.36197
C 4.87655 -0.91615 0.28678
C 3.88454 -0.60457 1.41448
C 4.50588 0.32281 2.43519
O 2.75312 0.06691 0.86177
H 5.62895 -1.60867 0.67736
H 5.35265 -0.00596 -0.07443
H 4.40803 -1.42633 -0.55712
H 3.45446 -1.46430 1.94385
H 3.86241 0.35257 3.31964
H 4.63204 1.31031 1.99284
H 5.43512 -0.02512 2.89369
H 2.30147 -0.55102 0.23416

***

5.
9
Properties=species:S:1:pos:R:3 method="wB97M-V/def2-TZVPD" charge=0 orbital_gap_ev="7.461 / 6.798" e_lumo_ha="-0.045 / -0.059"
C -0.12055 0.32682 -0.16739
C 0.51962 -0.41515 0.91385
S 0.11007 0.38906 -1.95279
S 1.64507 -0.32188 -3.11538
S -1.46545 1.49358 0.13604
H -0.21351 -0.87862 1.57979
H 1.12709 0.11617 1.57973
H 0.98376 -1.32572 0.58468
H -2.58611 0.61573 0.44149

***

6.
20
Properties=species:S:1:pos:R:3 method="wB97M-V/def2-TZVPD" charge=+1 orbital_gap_ev=12.411 e_lumo_ha=-0.119
C 1.87074 -1.05915 -0.88782
C 0.98857 -0.37190 0.22748
C 0.56462 1.03579 -0.19299
C -0.06593 1.69651 1.02925
N -0.30397 -1.21078 0.38206
H 2.64836 -0.35025 -1.14128
H 1.29125 -1.36153 -1.74615
H 2.42362 -1.92247 -0.60708
H 1.44832 -0.52817 1.24327
H 1.36728 1.51334 -0.63613
H -0.20358 0.98091 -1.08580
H 0.00882 2.81197 0.93176
H -1.08873 1.42459 1.02925
H 0.41451 1.36194 2.01769
H -1.17422 -0.72529 -0.11767
H -0.06001 -2.10997 -0.10816
H -0.59009 -1.54754 1.27347
H -3.31196 -0.62376 -0.67447
H -3.42527 0.84250 -0.47348
O -2.80234 0.14325 -0.46321

***

The evaluated energy relative to the best compared isomer or geometry (same formula, charge and spin) for the records listed, in turn: 2.5; 8.2; 35.1; 0.0; 45.1; 24.4 kcal per mole.
The evaluated E_tot for the records listed, in turn: -8452.4389; -3461.9705; -2471.6902; -1846.7741; -1273.0800; -290.5363 a.u..
The evaluated F_max for the records listed, in turn: 4.05; 1.37; 8.15; 1.50; 3.47; 3.51 eV/A.